# C40H43BrIN4OPbSSb

C40H43BrIN4OPbSSb as an isolated structure (ωB97M-V with the def2-TZVPD basis set, the Open Molecules 2025 dataset).

Each line ends with the Mulliken charge.
Geometry (Å):
Pb 0.7269 -0.8724 0.4401  3.29
Br 1.3929 -3.1376 7.8349  -0.04
C 1.6437 -2.7849 6.0341  -0.14
C 2.0805 -3.8199 5.1780  -0.58
C 2.2478 -3.5506 3.8587  -0.42
C 1.9835 -2.2371 3.3029  -0.01
O 2.1915 -2.0517 2.0855  -0.46
C 1.5119 -1.1921 4.2157  0.65
C 1.2212 0.1986 3.8270  -1.22
N 0.8909 0.5913 2.6652  0.75
C 0.6612 1.9755 2.4466  -0.54
C -0.0117 2.7721 3.3346  0.05
C -0.1525 4.1562 3.1064  -1.16
C 0.4177 4.7322 2.0106  -0.71
C 1.1008 3.9341 1.0607  0.87
C 1.7290 4.4828 -0.0809  -1.00
C 2.3525 3.6614 -0.9712  -0.98
C 2.3033 2.2728 -0.7471  -0.14
N 1.7349 1.7232 0.2993  0.44
C 1.1754 2.5372 1.2392  0.05
C 1.3930 -1.4901 5.5479  -0.72
H 2.2858 -4.8039 5.5784  0.53
H 2.5933 -4.3116 3.1691  0.57
H 1.3108 0.9273 4.6396  0.66
H -0.4517 2.3318 4.2223  0.61
H -0.7001 4.7588 3.8192  0.44
H 0.3562 5.8019 1.8506  0.45
H 1.7127 5.5568 -0.2303  0.43
H 2.8545 4.0516 -1.8460  0.44
H 2.7177 1.5909 -1.4862  0.38
H 1.0828 -0.7194 6.2433  0.57
C 4.1273 -0.9193 -0.3475  -1.18
C 3.5044 -1.4046 -1.6236  0.78
C 4.3107 -1.5749 -2.7655  -1.05
C 3.7616 -2.0952 -3.8960  -0.91
C 2.4010 -2.4652 -3.9048  1.22
C 1.8098 -3.0468 -5.0560  -0.73
C 0.4938 -3.4363 -5.0589  -0.91
C -0.2760 -3.2373 -3.9184  -0.55
C 0.2467 -2.6391 -2.7574  0.69
S -0.8321 -2.4229 -1.4670  -0.15
C 1.6449 -2.2470 -2.7364  -0.77
N 2.2105 -1.6996 -1.6245  0.37
H 5.0875 -0.4435 -0.5347  0.51
H 4.2928 -1.7719 0.3155  0.26
H 3.4885 -0.2112 0.1834  0.02
H 5.3539 -1.2908 -2.7292  0.48
H 4.3585 -2.2397 -4.7895  0.46
H 2.4231 -3.1821 -5.9389  0.45
H 0.0544 -3.8933 -5.9352  0.44
H -1.3140 -3.5431 -3.9044  0.57
C -1.2188 4.1237 -2.5342  -1.21
C -2.2662 3.3555 -1.7391  0.43
C -2.6602 4.0737 -0.4538  -1.28
Sb -1.5475 1.3560 -1.3093  -1.25
C -1.5050 0.5453 -3.3348  0.55
C -0.0872 0.6583 -3.8980  -1.04
C -2.5450 1.1407 -4.2815  -1.38
C -3.3343 0.4162 -0.4896  0.51
C -3.2956 0.5842 1.0284  -0.96
C -4.6479 0.9178 -1.0861  -1.38
H -1.5998 5.1187 -2.7862  0.49
H -0.9574 3.6284 -3.4700  0.22
H -0.3015 4.2608 -1.9531  0.03
H -3.1490 3.1749 -2.3569  0.63
H -1.7908 4.2350 0.1923  0.07
H -3.4108 3.5265 0.1183  0.26
H -3.0824 5.0558 -0.6902  0.50
H -1.7383 -0.5091 -3.1622  0.28
H 0.1355 1.6823 -4.2054  0.34
H 0.0228 0.0237 -4.7852  0.41
H 0.6766 0.3536 -3.1733  -0.02
H -2.3875 2.2107 -4.4316  0.23
H -3.5634 0.9937 -3.9264  0.27
H -2.4731 0.6682 -5.2676  0.46
H -3.1901 -0.6388 -0.7444  0.39
H -3.4434 1.6271 1.3181  0.20
H -2.3375 0.2582 1.4494  -0.12
H -4.0909 -0.0023 1.5011  0.55
H -4.7875 1.9850 -0.9008  0.20
H -5.4981 0.3994 -0.6300  0.48
H -4.7071 0.7486 -2.1595  0.28
I -0.3624 -6.6488 2.5930  0.18
C -0.9648 -4.6735 2.8259  -0.69
C -1.7096 -4.2686 3.9240  -0.17
C -2.0451 -2.9280 4.0362  -1.23
C -1.6175 -2.0457 3.0587  -0.08
N -0.9073 -2.4336 1.9951  0.11
C -0.5965 -3.7299 1.8823  -0.03
H -2.0210 -4.9825 4.6759  0.47
H -2.6292 -2.5711 4.8744  0.50
H -1.8545 -0.9895 3.1240  0.42
H -0.0146 -4.0224 1.0130  0.35

Results
2S+1: 1
gap between HOMO and LUMO (spin up / spin down): 0.176 / 0.183 hartree
net charge: +2
molecular weight: 1163.6 g mol⁻¹
electronic energy: -150936.29481 eV
HOMO energy (spin up / spin down): -12.48 / -12.46 eV
energy above the lowest of the compared OMol25 structures with the same formula, charge and spin: 1.9 kcal/mol

---

# C31H57MgN2OP2S

C31H57MgN2OP2S as an isolated structure (ωB97M-V with the def2-TZVPD basis set, the Open Molecules 2025 dataset).

Each line ends with the Mulliken charge.
Geometry (Å):
C 0.9984 2.5393 1.3004  -0.07
C -1.0716 2.8513 0.1837  -0.02
C 0.9874 3.8715 1.7132  -0.92
C -0.9537 4.2610 0.3467  -0.88
C 0.0454 4.7510 1.1678  -1.01
H 1.6926 4.2150 2.4631  0.56
H -1.6753 4.9218 -0.1564  0.49
H 0.0906 5.8172 1.3805  0.46
N 0.0267 2.0608 0.5068  0.64
P 2.4783 0.1877 0.6472  0.46
P -2.7173 0.5444 -0.0656  0.39
C 2.1568 1.6444 1.7400  -1.61
H 3.0861 2.2432 1.8024  0.62
H 1.9729 1.2580 2.7551  0.89
C -2.2888 2.2515 -0.2777  -1.38
H -2.9575 2.9287 -0.8343  0.63
C -3.3857 -0.2158 -1.7930  2.37
C -4.1009 0.9314 1.2328  1.61
C 3.6936 0.9530 -0.6117  2.11
C 3.3681 -1.0112 1.8110  1.93
C -2.3361 -1.1475 -2.4358  -1.63
H -2.0328 -1.9685 -1.7714  0.05
H -2.7857 -1.5893 -3.3439  0.61
H -1.4275 -0.6077 -2.7470  -0.06
C -4.6740 -1.0258 -1.5812  -1.85
H -4.5188 -1.8778 -0.9031  0.28
H -5.5119 -0.4158 -1.2185  0.34
H -4.9782 -1.4369 -2.5595  0.55
C -3.6169 0.9190 -2.7823  -1.82
H -4.0555 0.5023 -3.7055  0.57
H -4.2904 1.7045 -2.4174  0.27
H -2.6504 1.3697 -3.0344  -0.20
C -4.7312 -0.3640 1.7644  -1.60
H -3.9758 -1.0364 2.2016  0.18
H -5.4355 -0.0794 2.5575  0.54
H -5.3124 -0.9096 1.0067  0.31
C -3.4623 1.6712 2.4215  -1.63
H -2.5985 1.1305 2.8318  0.16
H -3.1670 2.6957 2.1636  0.24
H -4.2155 1.7242 3.2197  0.60
C -5.1490 1.8423 0.5782  -1.42
H -4.7113 2.7923 0.2408  0.25
H -5.6405 1.3499 -0.2744  0.20
H -5.9272 2.0575 1.3243  0.50
C 3.9771 -2.1355 0.9656  -1.75
H 4.4128 -2.8727 1.6522  0.54
H 3.2150 -2.6466 0.3633  0.13
H 4.7805 -1.7955 0.3028  0.28
C 2.2986 -1.6165 2.7323  -1.68
H 1.8130 -0.8641 3.3642  0.30
H 1.5304 -2.1548 2.1658  0.20
H 2.7991 -2.3347 3.3970  0.62
C 4.4454 -0.3708 2.6955  -1.71
H 4.0585 0.4523 3.3058  0.28
H 4.8048 -1.1506 3.3814  0.54
H 5.3155 -0.0159 2.1381  0.32
C 3.1996 2.3336 -1.0567  -1.87
H 3.2793 3.0881 -0.2676  0.23
H 3.8234 2.6629 -1.8981  0.67
H 2.1682 2.3033 -1.4155  0.05
C 3.6828 0.0085 -1.8212  -1.49
H 2.6950 -0.0127 -2.2988  0.05
H 4.4168 0.3763 -2.5509  0.52
H 3.9646 -1.0170 -1.5517  0.28
C 5.1188 1.1028 -0.0778  -2.00
H 5.1764 1.7326 0.8169  0.33
H 5.6171 0.1478 0.1183  0.38
H 5.7105 1.6060 -0.8557  0.53
Mg 0.1025 0.1945 -0.5600  3.25
C -0.8157 -0.6719 1.4181  -0.62
O -1.0873 -1.0431 2.4847  -0.33
N 0.5066 0.8586 -2.5567  -0.66
C 0.6948 1.5078 -3.5347  -0.39
C 0.2392 2.7920 -4.2898  2.41
C -1.0451 3.3196 -3.6641  -1.38
C 1.2910 3.8762 -4.1342  -1.76
C -0.0431 2.5150 -5.7569  -1.80
H -1.8763 2.6468 -3.8901  0.46
H -0.9497 3.4141 -2.5778  0.14
H -1.3013 4.3092 -4.0770  0.53
H 2.2887 3.5026 -4.3962  0.39
H 1.0256 4.7234 -4.7914  0.49
H 1.2873 4.2343 -3.0936  0.32
H -0.1790 3.4560 -6.3114  0.43
H 0.7740 1.9700 -6.2232  0.41
H -0.9751 1.9385 -5.8495  0.37
C 0.7102 -3.7029 -1.6711  -1.44
S 0.2185 -2.6829 -0.2772  0.68
C -1.3074 -3.5465 0.2145  -1.07
H 1.2938 -3.0719 -2.3438  0.29
H -0.1697 -4.0812 -2.1933  0.48
H 1.3213 -4.5368 -1.3146  0.41
H -2.1617 -2.8574 0.2413  0.14
H -1.5022 -4.3598 -0.4979  0.44
H -1.1413 -3.9751 1.2131  0.37

Results
2S+1: 1
gap between HOMO and LUMO: 0.211 hartree
net charge: +1
molecular weight: 592.1 g mol⁻¹
electronic energy: -72952.78480 eV
HOMO energy: -8.76 eV

---

# C22H21N6NdO4S

C22H21N6NdO4S as an isolated structure (ωB97M-V with the def2-TZVPD basis set, the Open Molecules 2025 dataset).

Each line ends with the Mulliken spin population.
Geometry (Å):
Nd -0.9975 0.6719 1.0483  3.01
C 2.0908 3.5357 1.9151  0.00
C 0.7921 3.8022 1.2387  0.00
N -0.1731 2.9165 1.0062  0.00
C -1.2116 3.6180 0.3572  0.00
C -0.8327 4.9197 0.2137  0.00
N 0.4141 4.9934 0.7722  0.00
C -1.3576 6.2216 -0.3416  0.00
O -2.5334 6.2328 -0.9128  0.00
O -0.6302 7.1731 -0.2484  0.00
C -2.5040 2.9866 -0.0470  0.00
O -3.3326 3.6208 -0.6449  0.00
O -2.6392 1.7096 0.2948  0.00
H 2.1947 2.4762 2.1249  0.00
H 2.1543 4.0814 2.8574  0.00
H 2.9277 3.8497 1.2920  0.00
H 0.9150 5.8774 0.7956  0.00
H -2.9486 5.3365 -0.8897  0.00
N -2.7582 -3.7309 4.4154  0.00
C -2.7817 -2.4220 4.1179  0.00
C -2.0267 -1.8743 3.0632  0.00
N -2.0485 -0.5684 2.8252  0.00
C -2.8203 0.2189 3.5840  0.00
C -3.5856 -0.3370 4.5934  0.00
N -3.5663 -1.6317 4.8596  0.00
H -2.2136 -4.3943 3.8969  0.00
H -3.3374 -4.0630 5.1687  0.00
H -1.4095 -2.4981 2.4299  0.00
H -2.8433 1.2791 3.3735  0.00
H -4.2341 0.2847 5.1998  0.00
N -0.1758 -0.8171 -0.5668  -0.01
S 1.1103 -0.6540 -1.5647  0.00
C 0.6454 -1.3342 -3.1260  0.00
C 0.5366 -0.4512 -4.1914  0.00
C 0.1234 -0.9451 -5.4219  0.00
C -0.1735 -2.2927 -5.5605  0.00
C -0.0575 -3.1637 -4.4787  0.00
C 0.3603 -2.6907 -3.2479  0.00
C 2.3620 -1.8090 -1.0093  0.00
C 3.3678 -2.1629 -1.8988  0.00
C 4.3922 -2.9842 -1.4543  0.00
C 4.4077 -3.4366 -0.1411  0.00
C 3.3984 -3.0692 0.7378  0.00
C 2.3674 -2.2461 0.3062  0.00
H -0.6161 -1.7194 -0.7382  0.00
H 0.7728 0.5995 -4.0672  0.00
H 0.0370 -0.2768 -6.2685  0.00
H -0.4923 -2.6751 -6.5223  0.00
H -0.2800 -4.2154 -4.6013  0.00
H 0.4887 -3.3697 -2.4119  0.00
H 3.3526 -1.8153 -2.9255  0.00
H 5.1780 -3.2745 -2.1392  0.00
H 5.2080 -4.0824 0.1971  0.00
H 3.4131 -3.4280 1.7585  0.00
H 1.5705 -1.9723 0.9767  0.00

Results
2S+1: 4
⟨S²⟩: 3.753
gap between HOMO and LUMO (spin up / spin down): 0.304 / 0.313 hartree
net charge: +2
molecular weight: 609.8 g mol⁻¹
electronic energy: -66386.25354 eV
HOMO energy (spin up / spin down): -14.60 / -14.60 eV

---

# CH7NOS

A 2-piece molecular cluster, CH7NOS overall (ωB97M-V with the def2-TZVPD basis set, the Open Molecules 2025 dataset).

Each line ends with the natural charge from an NBO analysis.
Geometry (Å):
N 0.0752 -0.0418 -0.4371  -0.84
C 1.0732 0.9918 -0.3167  0.09
O 2.4251 0.6413 -0.5007  -0.75
H 0.3650 -0.8039 0.1610  0.35
H 0.0414 -0.3338 -1.3985  0.36
H 0.9562 1.5388 0.6242  0.15
H 0.8784 1.7458 -1.0831  0.16
H 2.6856 -0.2441 -0.3356  0.47
S -2.9016 -1.7746 1.2256  -0.29
H -2.8777 -1.0442 0.1209  0.15
H -2.7208 -0.6754 1.9400  0.14

Results
2S+1: 1
gap between HOMO and LUMO: 0.385 hartree
SMILES: NCO.S
molecular weight: 81.1 g mol⁻¹
electronic energy: -15522.77987 eV
HOMO energy: -9.66 eV
energy above the lowest of the compared OMol25 structures with the same formula, charge and spin: 4.2 kcal/mol

---

# C10H8O4S

One molecule with the formula C10H8O4S (ωB97M-V with the def2-TZVPD basis set, the Open Molecules 2025 dataset).

Each line ends with the natural charge from an NBO analysis.
Geometry (Å):
C 2.1276 -1.9142 -0.9885  -0.31
O 1.3198 -0.7631 -0.7730  -0.43
C 0.3910 -0.7080 0.1225  0.53
C 0.0438 -1.7138 1.1711  -0.61
C 0.5865 -2.9203 1.6008  0.38
O 1.6900 -3.3575 1.2894  -0.57
S -1.3932 -1.1090 1.9435  2.22
O -2.4667 -1.8460 1.3624  -0.93
O -1.2296 -1.0513 3.3448  -0.92
C -1.3115 0.5212 1.2256  -0.28
C -2.0371 1.7045 1.6043  -0.17
C -1.7679 2.8983 0.9460  -0.18
C -0.6012 2.9861 0.1245  -0.19
C 0.0877 1.8563 -0.2909  -0.18
C -0.2550 0.6015 0.3583  -0.10
H 3.0920 -1.6053 -1.4877  0.20
H 1.6628 -2.5301 -1.7442  0.19
H 2.1785 -2.5065 -0.0543  0.26
H -0.0768 -3.3984 2.3303  0.15
H -2.9162 1.6703 2.1852  0.23
H -2.3452 3.7950 1.2669  0.23
H -0.2023 3.9831 -0.2139  0.23
H 0.9994 1.8909 -0.9332  0.24

Results
2S+1: 1
gap between HOMO and LUMO: 0.292 hartree
SMILES: COC1=C(C=O)S(=O)(=O)c2ccccc21
molecular weight: 224.2 g mol⁻¹
electronic energy: -29521.79036 eV
HOMO energy: -9.10 eV
energy above the lowest of the compared OMol25 structures with the same formula, charge and spin: 11.7 kcal/mol

---

# C8H8O4

One molecule with the formula C8H8O4 (ωB97M-V with the def2-TZVPD basis set, the Open Molecules 2025 dataset).

Each line ends with the natural charge from an NBO analysis.
Geometry (Å):
C -1.6940 -0.0573 2.3807  -0.27
O -1.6541 -0.7787 1.1142  -0.52
C -0.5920 -0.3930 0.3538  0.28
C -0.0832 0.8564 0.3947  -0.28
C 0.9646 1.1235 -0.4637  -0.18
C 1.7367 2.3261 -0.3758  0.43
O 2.6108 2.6105 -1.1386  -0.52
C 1.3822 0.2992 -1.3716  -0.23
C 0.7204 -0.8819 -1.6015  0.30
O 0.8655 -1.6661 -2.7642  -0.68
C -0.2351 -1.2345 -0.6458  0.18
O -0.7942 -2.4488 -0.8653  -0.67
H -2.0451 0.9030 2.2842  0.18
H -0.8217 -0.1240 3.1422  0.19
H -2.4366 -0.5765 2.9177  0.20
H -0.3557 1.5520 1.1759  0.22
H 1.5550 2.8799 0.5623  0.10
H 2.0891 0.6101 -2.1096  0.25
H 0.3802 -2.5701 -2.6934  0.51
H -1.5926 -2.4296 -0.2963  0.50

Results
2S+1: 1
gap between HOMO and LUMO: 0.337 hartree
SMILES: COc1cc(C=O)cc(O)c1O
molecular weight: 168.1 g mol⁻¹
electronic energy: -16613.67979 eV
HOMO energy: -8.69 eV
energy above the lowest of the compared OMol25 structures with the same formula, charge and spin: 51.0 kcal/mol

---

# C8H7HgN2O5S

C8H7HgN2O5S as an isolated structure (ωB97M-V with the def2-TZVPD basis set, the Open Molecules 2025 dataset).

Each line ends with the natural charge from an NBO analysis.
Geometry (Å):
O 0.0876 2.9842 -4.5473  -0.48
C -0.0264 3.2863 -3.4487  0.49
Hg -0.2930 1.9490 1.3850  0.86
O 0.2322 -0.1696 -2.6240  -0.49
C 0.1246 0.8412 -2.0957  0.48
C -0.3120 3.9060 0.4836  0.14
O -0.1809 5.0327 0.8261  -0.44
C -2.3693 1.8002 -1.4359  0.47
O -3.2758 1.5759 -2.0902  -0.45
C 2.1464 2.5280 -1.0927  0.48
O 3.1480 2.5254 -1.6387  -0.47
H -0.7135 3.3628 -0.4859  0.16
S -0.3563 0.0758 2.9864  -0.29
C -0.0712 -1.3018 2.0111  0.34
N -1.0319 -2.1714 1.6342  -0.55
C -0.5032 -3.3619 0.9739  -0.23
C 0.9997 -3.0864 0.9318  -0.23
N 1.1141 -1.7635 1.5474  -0.56
H -1.9889 -2.0519 1.9424  0.44
H -0.9274 -3.4540 -0.0348  0.23
H -0.7336 -4.2644 1.5572  0.23
H 1.3544 -3.0561 -0.1047  0.22
H 1.5807 -3.8388 1.4839  0.23
H 1.9956 -1.3477 1.8356  0.44

Results
2S+1: 1
gap between HOMO and LUMO: 0.291 hartree
net charge: +1
molecular weight: 443.8 g mol⁻¹
electronic energy: -36628.21248 eV
HOMO energy: -11.85 eV
energy above the lowest of the compared OMol25 structures with the same formula, charge and spin: 0.0 kcal/mol

---

# C3H4N2O

One molecule with the formula C3H4N2O (ωB97M-V with the def2-TZVPD basis set, the Open Molecules 2025 dataset).

Each line ends with the natural charge from an NBO analysis.
Geometry (Å):
O -2.2863 -0.0517 -0.2323  -0.57
C -1.0686 0.0026 -0.0429  0.65
C -0.0071 1.1300 0.0284  -0.36
N 1.3390 0.5866 -0.1589  -0.43
C 1.1200 -0.6828 -0.1957  0.24
N -0.2217 -1.0487 0.1209  -0.65
H -0.2257 2.0856 -0.6008  0.25
H -0.3601 1.4427 1.1930  0.24
H 1.9835 -1.4139 -0.2961  0.21
H -0.2730 -2.0504 0.1844  0.42

Results
2S+1: 1
gap between HOMO and LUMO: 0.391 hartree
SMILES: O=C1CN=CN1
molecular weight: 84.1 g mol⁻¹
electronic energy: -8202.38782 eV
HOMO energy: -9.93 eV
energy above the lowest of the compared OMol25 structures with the same formula, charge and spin: 34.5 kcal/mol